Here is C38H52Cl2P2Pd as an isolated structure in a non-equilibrium geometry from the OMol25 dataset. Energies are from ωB97M-V/def2-TZVPD.

XYZ file:
```
95
C38H52Cl2P2Pd, DFT ωB97M-V/def2-TZVPD
Pd -0.4519 0.8963 0.4530
Cl -1.8427 -0.4050 -1.0174
Cl 0.6715 1.9093 2.3328
P 0.9405 -1.0242 0.6548
P -2.4028 2.3853 0.4328
C 0.6774 2.2217 -2.0585
C -0.1780 1.6671 -3.0321
C 1.6209 3.1878 -2.4710
C -1.5726 4.2830 -1.4378
C 2.6292 -0.6314 1.3266
C -3.0442 3.9201 1.2228
C -1.6259 4.9371 -2.6669
C -0.4143 -2.4753 4.3466
C 1.8453 -4.2066 -1.9765
C 0.2289 -2.2011 1.9101
C -6.0987 1.0481 1.6010
C -3.2060 2.6710 -2.2208
C 2.1488 -3.4274 -3.2630
C 0.0991 -1.5045 3.2765
C 0.6712 1.8647 -0.6446
C 1.7042 3.5903 -3.8000
C -5.0702 1.7368 0.9569
C -0.0856 2.0629 -4.3602
C -3.4292 0.3170 2.0223
C -1.7419 -3.1182 3.9269
C 1.4127 -1.2803 -2.1375
C -4.4667 -0.3789 2.6594
C 3.5375 0.0045 0.2603
C -1.6178 -3.7960 2.5581
C 5.5615 -0.4849 1.6879
C -5.7963 -0.0097 2.4547
C 4.7945 0.5938 0.9131
C -2.3678 3.1430 -1.2033
C -1.1156 -2.8170 1.4876
C -3.2431 3.3221 -3.4602
C 4.6564 -1.1713 2.7182
C 1.9860 -3.3128 -0.7341
C -3.7215 1.3827 1.1701
C 0.8504 3.0266 -4.7503
C 1.2664 -2.1771 -3.3729
C 3.3858 -1.7464 2.0701
C -2.4576 4.4580 -3.6818
C 1.0827 -2.0760 -0.8651
H -6.5914 -0.5393 2.9632
H -5.3349 2.5615 0.3102
H -0.7490 1.6219 -5.0992
H -2.0720 -3.8405 4.6834
H 5.9374 -1.2374 0.9793
H 2.0088 -4.0741 -4.1377
H 2.2861 3.6184 -1.7263
H 3.2060 -3.1237 -3.2577
H 0.9562 -3.0197 2.0054
H -4.2558 -1.1939 3.3286
H 1.5188 -1.6084 -4.2760
H -7.1286 1.3441 1.4483
H 2.3879 0.1569 2.0546
H -2.4971 4.9701 -4.6337
H 3.8377 -0.7594 -0.4691
H -0.5291 -1.9464 5.3007
H 0.2137 -2.4778 -3.4669
H 1.7404 -3.8852 0.1680
H -0.8993 0.9179 -2.7216
H -0.9156 -4.6392 2.6326
H 4.3601 -0.4400 3.4828
H -4.0097 4.2568 0.8009
H -2.5840 -4.2134 2.2502
H 1.0524 -1.0603 3.5803
H -3.1556 3.7489 2.3152
H 6.4376 -0.0501 2.1840
H -3.8359 1.8080 -2.0543
H -0.5968 -0.6604 3.1789
H 3.6594 -2.5509 1.3764
H 0.9137 3.3354 -5.7901
H 5.2028 -1.9706 3.2339
H 2.7581 -2.1915 2.8485
H 2.4336 4.3388 -4.0967
H 2.4348 -0.8878 -2.0919
H -1.0271 5.8247 -2.8332
H 4.4949 1.3981 1.5985
H -2.5165 -2.3421 3.8697
H 0.7366 -0.4275 -2.2091
H 2.9943 0.7794 -0.2900
H 1.5385 2.2994 -0.1210
H -3.8888 2.9543 -4.2467
H -1.8512 -2.0207 1.3245
H 3.0317 -2.9939 -0.6373
H -2.3157 4.7476 1.1174
H 2.5101 -5.0748 -1.8883
H -0.9314 4.6809 -0.6624
H -2.4062 0.0479 2.2066
H 0.3353 -3.2634 4.5086
H 0.0438 -2.4117 -0.9886
H 0.8173 -4.5931 -2.0211
H -1.0147 -3.3425 0.5329
H 5.4380 1.0439 0.1472
```

Computed properties:
2S+1: 5
charge: 0
gap between HOMO and LUMO (spin up / spin down): 6.8614 / 5.0002 eV
<S²>: 6.042
total energy: -3210.06779 Eh


Here is C38H52Cl3GeN3P2RhSeSi2 as an isolated structure in a non-equilibrium geometry from the OMol25 dataset. Energies are from ωB97M-V/def2-TZVPD.

XYZ file:
```
103
C38H52Cl3GeN3P2RhSeSi2, DFT ωB97M-V/def2-TZVPD
Rh 0.1512 -0.7898 0.5855
Se 1.3924 -0.2872 2.6433
Ge -1.4937 -0.6593 4.5307
Cl -1.8058 -5.9622 1.2521
Cl 1.0211 -6.1251 2.0362
Cl 0.4382 -5.8709 -1.2353
P -1.3579 0.9604 -0.8271
P 1.9114 0.9975 -0.7208
Si -2.7323 -1.8391 -1.0915
Si 3.1406 -1.8203 -1.3819
N -0.0264 -2.7983 0.9606
N 2.1916 -0.5741 -0.5539
N -1.4944 -0.6429 -0.5929
C -2.4026 1.9527 0.2565
C -4.5762 2.4643 1.1600
C 3.5649 2.1229 -4.2530
C 2.3665 -2.1933 -3.0313
C -4.0054 3.4146 1.9965
C 0.2162 0.2676 4.0895
C -1.8373 2.9006 1.1039
C -2.7777 -0.0867 3.1811
C -1.4177 0.8160 -4.8376
C -3.9944 -1.0651 -2.2359
C 3.1412 3.6737 2.1134
C -2.5458 2.4439 -2.8723
C -3.5550 -2.3846 0.4885
C 2.1810 1.7899 -2.3121
C -1.9641 0.0108 6.2976
C 2.9068 1.9511 0.4474
C 3.2449 -3.3188 -0.3017
C -3.7801 1.7379 0.2913
C 4.4785 3.3402 2.2690
C 5.0345 2.3202 1.5082
C -0.0977 -3.9564 1.0343
C 1.3025 2.7634 -2.7772
C -1.3248 -2.5964 4.5751
C -2.2501 1.8736 -5.1879
C 1.5469 3.4034 -3.9827
C -1.7202 1.3798 -2.5200
C -2.6367 3.6340 1.9678
C -1.8845 -3.1960 -2.0210
C 0.2560 1.0856 -0.1641
C -1.1517 0.5662 -3.5049
C -0.2161 -5.3271 1.1580
C 4.9360 -1.3042 -1.5988
C 3.3248 1.4856 -3.0482
C 2.3585 2.9806 1.2026
C 1.9648 -1.9938 3.3527
C 2.6707 3.0753 -4.7247
C 4.2516 1.6257 0.6009
C -2.8104 2.6855 -4.2128
H -0.5111 -0.2618 -3.2221
H 0.8631 0.3044 4.9691
H -4.2118 -3.2357 0.3045
H -1.2265 -0.2991 7.0364
H -2.4647 2.0633 -6.2308
H -2.4248 -0.3176 2.1749
H -2.9313 -0.3946 6.5928
H -4.7595 -1.8293 -2.3924
H 1.1118 -2.6326 3.5592
H -0.8404 -2.9633 -2.2318
H 2.6040 -2.4509 2.6033
H 3.7014 -3.0927 0.6621
H 0.8585 4.1568 -4.3402
H -1.8775 -4.1377 -1.4767
H 2.8575 3.5690 -5.6683
H -2.0331 1.0976 6.3075
H -2.9779 3.0770 -2.1090
H 4.6857 0.8189 0.0252
H 5.1414 -0.5256 -2.3305
H -3.5645 -0.8316 -3.2098
H -4.2331 0.9983 -0.3547
H -2.3867 -3.3778 -2.9718
H 5.3957 -1.0217 -0.6513
H -0.0271 1.3008 3.8297
H -3.4577 3.5038 -4.4954
H 5.0900 3.8778 2.9808
H -3.7282 -0.5983 3.3307
H 2.5309 -1.7873 4.2589
H 2.7083 4.4721 2.7003
H 5.4546 -2.2002 -1.9455
H -2.3103 -3.0319 4.7389
H 2.4126 -1.3417 -3.7124
H 2.8760 -3.0361 -3.4994
H 0.4365 3.0439 -2.1925
H -2.1914 4.3762 2.6159
H -0.9348 -2.9835 3.6382
H 1.3177 3.2493 1.0739
H -0.9829 0.1891 -5.6034
H -4.6297 3.9821 2.6724
H 4.4512 1.8806 -4.8228
H 4.0249 0.7505 -2.6823
H -0.7683 3.0692 1.0839
H 1.3231 -2.4867 -2.9009
H 3.8757 -4.0606 -0.7931
H -2.9476 0.9876 3.2494
H -4.5037 -0.1745 -1.8719
H -5.6428 2.2898 1.1842
H -4.1553 -1.5803 0.9182
H 2.2829 -3.7950 -0.1599
H 6.0788 2.0646 1.6236
H -2.8155 -2.6906 1.2304
H -0.6778 -2.9156 5.3917
```

Computed properties:
2S+1: 5
charge: +1
gap between HOMO and LUMO (spin up / spin down): 5.9935 / 5.0595 eV
<S²>: 6.020
total energy: -8874.43952 Eh


Here is a 5-piece molecular cluster, C38H52F6N3O15Si overall in a non-equilibrium geometry from the OMol25 dataset. Energies are from ωB97M-V/def2-TZVPD.

XYZ file:
```
115
C38H52F6N3O15Si, DFT ωB97M-V/def2-TZVPD
Si 0.8082 -0.7346 -0.3652
F 0.8517 -5.2865 -4.9506
F -4.0229 -3.3512 0.8898
F -3.3519 3.6065 -7.4395
F -1.9463 -4.2416 1.6531
F 0.9671 3.3388 -4.4029
F 7.3766 4.8595 2.4673
O 0.2902 2.9318 -6.4984
O -2.6550 2.5389 3.6196
O 1.2077 -0.9248 -4.2008
O 6.6997 4.4525 0.3718
O 0.6784 -3.1411 -4.3320
O 6.8284 4.2817 -1.9006
O 8.7251 4.3173 -0.6230
O -2.1982 6.8204 -7.4899
O -3.3966 1.5430 4.0287
O 2.3155 2.7965 -7.4932
O -3.1408 5.3077 -8.8805
O -2.8322 7.4537 -9.5942
O 1.2547 -3.0349 6.4385
O 2.0290 -2.2231 -5.8951
O 0.4189 2.7609 -8.7708
N -3.3087 -3.0504 4.0915
N -3.5626 0.8005 1.0556
N -0.1353 -4.0052 4.5398
C -4.4538 -0.1882 1.7818
C -3.7745 -0.8872 3.1030
C -2.7629 0.2387 3.7812
C 1.9825 -3.6146 -6.1393
C 0.8026 -2.9790 5.1766
C -2.6919 -2.9419 1.4572
C 0.9796 -5.6877 2.8401
C -4.5068 -2.6848 4.7177
C 2.1517 -1.9894 -1.0573
C 0.6481 -5.2950 4.4313
C 1.2302 -1.7044 4.1828
C 3.7626 2.7935 2.0224
C 2.5341 3.0292 -6.1162
C -5.6467 -0.4380 5.1991
C -2.7902 -2.2000 2.9151
C -0.2847 -1.6975 0.8942
C 4.0892 2.3631 0.4606
C 8.9436 4.5500 0.7540
C -2.7385 -4.3017 4.7217
C 1.2984 -2.0055 -4.7591
C -2.7350 6.5996 -8.7287
C 7.3702 4.3476 -0.8098
C 1.5481 1.0765 2.1537
C -6.9313 2.2319 4.4160
C -1.3056 -4.1030 5.4931
C 1.2398 2.6093 -5.5079
C -2.5249 4.6037 -7.8260
C 7.6493 4.1300 1.3623
C -0.1367 0.0046 -1.8715
C 3.1227 1.2596 -0.2718
C 2.5028 2.1890 2.9061
C 0.9607 2.8268 -7.6799
C 0.7395 -4.0264 -5.4273
C -1.7819 -2.1050 0.3390
C 1.8511 0.6170 0.6034
C -5.1003 -1.3589 3.9579
C -6.5189 0.8992 4.6996
C -2.3912 5.6297 -6.7531
H 2.8818 -4.0854 -5.7284
H 0.2693 -1.0166 4.1436
H -1.5940 -2.8909 -0.5398
H -3.2951 5.7236 -6.1419
H -7.1776 3.3923 4.3734
H 0.2930 -2.6892 1.1612
H -0.1726 -3.9341 -6.0266
H -2.3679 -1.2155 -0.1588
H -1.5722 4.1862 -8.1690
H 1.4459 -2.1579 3.1152
H 1.4179 -4.7614 2.2603
H 9.1616 5.6115 0.9125
H 2.9024 -1.3528 -1.7122
H -5.0621 -3.1748 5.6236
H -3.8888 1.7827 1.2218
H 2.2629 2.4544 4.0203
H -2.4383 -0.1773 4.8508
H -4.8057 -0.1439 5.9719
H 2.1642 -1.1287 4.5906
H -1.5409 5.4342 -6.0943
H 1.6738 -2.8941 -1.6271
H -1.8484 0.4308 3.0684
H -0.3881 -1.0441 1.8596
H 2.7769 -2.3156 -0.0966
H -1.1721 -5.0344 6.2278
H -6.0363 -1.7865 3.3964
H -1.3826 -3.1610 6.2206
H -1.7729 -1.8072 3.3609
H -2.6576 -5.1913 3.9297
H -3.6738 0.5833 0.0197
H -3.5080 -4.7012 5.5390
H 3.3776 2.4391 -5.7479
H 7.5890 3.0618 1.5963
H 0.6576 0.6364 2.7726
H 4.9976 2.8255 -0.1380
H -4.9307 -0.9616 1.0176
H 1.9361 -3.8231 -7.2116
H 9.7871 3.9599 1.1222
H 3.3443 0.9114 -1.3840
H -0.6464 -0.8257 -2.5599
H 0.0392 -6.0877 2.2651
H -6.4320 -1.0884 5.8131
H -5.3804 0.4461 2.1871
H 0.1765 -6.2124 4.9845
H 0.5936 0.5935 -2.6096
H 4.4613 3.5764 2.5810
H -0.9661 0.8094 -1.5737
H 1.7209 -5.1040 4.9170
H 2.7521 4.0907 -5.9576
H 1.8330 -6.5109 2.8287
H -3.2162 3.1799 3.0572
H 1.1795 1.5410 -5.2739
```

Computed properties:
charge: +1
gap between HOMO and LUMO: 5.8453 eV
total energy: -3659.66475 Eh


Here is C38H53BBrF6N7O8S2Sn as an isolated structure in a non-equilibrium geometry from the OMol25 dataset. Energies are from ωB97M-V/def2-TZVPD.

XYZ file:
```
117
C38H53BBrF6N7O8S2Sn, DFT ωB97M-V/def2-TZVPD
Sn -0.4172 -0.9255 -1.1001
Br -7.2602 -0.4117 -2.6667
S 1.8070 -3.0256 1.5115
S -0.3086 -3.9957 0.2185
F 3.7310 -4.1922 2.9457
F 1.6271 -5.9555 0.0084
F 1.9384 -3.7554 4.0536
F 1.9838 -5.4295 2.7025
F -0.1789 -6.4935 1.0461
F -0.1874 -6.2526 -1.0984
O -2.9199 -2.3281 -2.2518
O -3.0257 0.1853 -1.1272
O 2.1054 -1.7464 2.0550
O -1.7218 -4.1858 0.2926
O 2.4757 -3.4395 0.3275
O -4.7657 -1.1573 -1.6182
O 0.1435 -3.3546 -0.9846
O -4.7701 -3.3036 -1.4116
N 1.0237 1.9664 -0.2905
N -0.3109 -0.3044 1.1014
N 2.5318 -0.0206 -0.1754
N 0.7170 0.3960 1.6034
N 0.2668 -3.3847 1.5231
N 1.8963 -0.7233 -1.1405
N 0.1290 1.4698 -1.1621
C -1.8999 3.5369 -3.5434
C -1.0976 -0.6993 2.1075
C -4.0160 -2.3069 -1.7838
C -2.5643 -2.5437 2.9048
C -4.6390 2.4032 -0.9934
C 1.1014 2.5971 4.0691
C -2.3895 -1.4202 1.8873
C 3.0599 4.8985 -0.5370
C 1.6269 0.3934 5.1934
C 5.0011 0.2612 0.5667
C -0.5458 -0.2421 3.2941
C 0.6069 0.4420 2.9363
C -0.2984 2.4709 -1.9308
C 3.8497 -0.2832 -0.2325
C 2.3988 -4.1729 2.8736
C -0.5442 1.5433 -4.1970
C 4.0508 -1.1724 -1.2738
C -7.2580 2.2715 -1.8602
C 4.9035 -0.0378 2.0612
C -5.4221 3.5372 -0.9730
C 0.3293 3.6460 -1.5355
C 1.1567 3.2889 -0.4795
C 5.2703 1.7460 0.2931
C -6.7415 3.4660 -1.3958
C -5.1404 1.1799 -1.4591
C 2.8024 -1.4205 -1.8278
C -3.5549 -0.4246 1.9567
C -6.4639 1.1331 -1.9085
C 2.8502 -3.7293 -2.7204
C 1.2527 -2.0823 -3.7474
C 1.0912 5.2887 0.9830
C 2.5985 -2.2579 -3.0553
C 1.5423 1.1438 3.8650
C -4.2361 -4.6261 -1.5395
C 1.9923 4.2306 0.3342
C 0.3148 -5.7636 0.0419
C -1.2639 2.2426 -3.0470
C -4.1908 0.0461 -1.4039
B 1.7755 1.0179 0.6762
H -5.0200 -5.2824 -1.1676
H 4.4895 2.3760 0.7049
H -3.6565 -0.0280 2.9651
H 1.0501 3.1138 3.1150
H 0.2892 4.8140 1.5437
H 3.3823 -1.9379 -3.7575
H 0.4488 -2.5002 -3.1354
H 1.8616 -0.6515 5.0077
H -3.3308 -4.7234 -0.9368
H 2.4926 3.6743 1.1288
H -2.6828 -2.1363 3.9069
H -3.3782 0.4070 1.2773
H -4.0138 -4.8487 -2.5862
H -4.4859 -0.9162 1.6789
H 0.1203 2.6385 4.5346
H 2.5335 1.1420 3.4136
H 6.2202 2.0326 0.7410
H 2.7806 -4.3413 -3.6173
H 1.8078 3.1167 4.7118
H 5.3326 1.9254 -0.7781
H -7.3728 4.3395 -1.3689
H 1.6687 5.9094 1.6647
H -8.2810 2.2091 -2.1969
H 2.6002 5.5131 -1.3069
H 5.8741 -0.2881 0.1920
H 4.6188 -1.0746 2.2141
H 2.1256 -4.0658 -1.9886
H -2.6804 3.3123 -4.2671
H -1.2155 1.4082 -5.0411
H -5.0142 4.4732 -0.6274
H -0.1978 0.5704 -3.8536
H 2.5482 1.6304 1.3138
H -3.4438 -3.1327 2.6567
H 1.2654 -2.6121 -4.6982
H 0.2130 4.6232 -1.9552
H 0.3107 2.1333 -4.5188
H -1.1518 4.1585 -4.0298
H 1.0664 -1.0231 -3.9413
H 3.6980 5.5331 0.0741
H 2.4078 0.8225 5.8166
H 4.1572 0.5836 2.5404
H -1.6921 -3.1924 2.8772
H -2.0345 1.5663 -2.6713
H -2.3538 -1.8696 0.8816
H -0.9209 -0.3913 4.2836
H 4.9867 -1.5857 -1.5898
H -3.6141 2.4233 -0.6561
H 5.8652 0.1429 2.5382
H -2.3397 4.0984 -2.7247
H 3.6805 4.1481 -1.0190
H 3.8350 -3.8558 -2.2820
H 0.6873 0.4514 5.7373
H 0.6448 5.9320 0.2285
```

Computed properties:
charge: 0
gap between HOMO and LUMO: 8.2628 eV
total energy: -6673.94152 Eh


Relative energy (zero: lowest compared OMol25 entry of this formula, charge and spin) list, top to bottom, in eV: 0.000 0.006 18.977 0.666